Record 1
C35H33IIrNO2P2S4Sb as an isolated structure, computed with the ωB97M-V functional and the def2-TZVPD basis.

XYZ file:
```
80
Properties=species:S:1:pos:R:3:lowdin_spin:R:1
Ir 1.37 0.56 -0.99 0.011
S 5.88 1.56 0.72 0.828
Sb 4.39 2.16 -1.11 0.047
S 2.26 2.38 0.09 0.016
S 3.55 -0.09 -1.52 0.039
C -1.48 -0.37 6.53 0.000
S -1.88 1.34 6.14 0.000
C -0.88 1.55 4.65 0.000
C -1.35 0.72 3.47 0.000
C -0.53 1.04 2.22 0.000
N -0.54 -0.08 1.21 0.000
P 1.09 -0.62 0.87 0.000
C 0.96 -2.41 0.60 0.000
C -0.21 -3.11 0.87 0.000
C -0.26 -4.48 0.65 0.000
C 0.85 -5.15 0.17 0.000
C 2.03 -4.45 -0.10 0.000
C 2.08 -3.08 0.12 0.000
C 2.01 -0.58 2.43 0.001
C 1.49 -1.29 3.52 0.001
C 2.19 -1.30 4.72 0.000
C 3.41 -0.64 4.82 0.000
C 3.93 0.04 3.73 0.004
C 3.23 0.07 2.53 0.017
P -0.89 0.53 -0.45 0.003
C -2.36 1.53 -0.14 0.001
C -2.48 2.76 -0.80 0.000
C -3.61 3.54 -0.60 0.000
C -4.62 3.10 0.25 0.000
C -4.49 1.88 0.90 0.000
C -3.37 1.09 0.71 0.000
C -1.49 -0.91 -1.38 0.000
C -0.54 -1.66 -2.07 0.001
C -0.90 -2.75 -2.85 0.000
C -2.25 -3.09 -2.96 0.000
C -3.21 -2.33 -2.31 0.000
C -2.84 -1.24 -1.53 0.000
H -1.87 -0.58 7.52 0.000
H -0.40 -0.52 6.55 0.000
H -1.93 -1.07 5.82 0.000
H 0.16 1.31 4.89 0.000
H -0.92 2.61 4.42 0.000
H -2.41 0.90 3.30 0.000
H -1.24 -0.35 3.69 0.000
H 0.49 1.26 2.53 0.000
H -0.88 1.97 1.77 0.000
H -1.08 -2.58 1.23 0.000
H -1.18 -5.02 0.85 0.000
H 0.81 -6.22 -0.01 0.000
H 2.90 -4.97 -0.47 0.000
H 2.99 -2.53 -0.09 0.000
H 0.56 -1.83 3.43 0.000
H 1.79 -1.85 5.56 0.000
H 3.96 -0.66 5.76 0.000
H 4.88 0.54 3.80 0.002
H 3.63 0.62 1.69 0.019
H -1.69 3.10 -1.46 0.000
H -3.71 4.49 -1.11 0.000
H -5.49 3.71 0.41 0.000
H -5.28 1.54 1.57 0.000
H -3.26 0.15 1.22 0.000
H 0.52 -1.43 -2.02 0.001
H -0.15 -3.32 -3.36 0.000
H -2.54 -3.94 -3.56 0.000
H -4.26 -2.58 -2.41 0.000
H -3.60 -0.65 -1.05 0.000
I 0.34 2.57 -9.76 0.000
C 0.87 2.41 -7.74 0.000
C 1.93 3.16 -7.25 0.000
C 2.27 3.05 -5.91 0.000
C 1.57 2.19 -5.07 0.000
C 0.51 1.45 -5.58 0.000
C 0.16 1.55 -6.91 0.000
C 1.97 2.08 -3.62 0.001
O 3.00 2.64 -3.25 0.007
O 1.16 1.39 -2.90 0.001
H 2.47 3.83 -7.90 0.000
H 3.10 3.61 -5.50 0.000
H -0.04 0.79 -4.92 0.000
H -0.66 0.97 -7.31 0.000
```

As for the energy above the lowest of the compared OMol25 structures with the same formula, charge and spin: 0.8215 eV. The LUMO energy (alpha / beta) comes out at -0.91 / -1.67 eV. The electronic energy is -4476.61192 Ha. The molar mass is 1130.75 g/mol. Its spin multiplicity is 2.

---

Record 2
C35H34AgSb2Te as an isolated structure, computed with the ωB97M-V functional and the def2-TZVPD basis.

XYZ file:
```
73
Properties=species:S:1:pos:R:3:lowdin_charge:R:1
Ag 1.41 -3.19 -0.25 0.360
C -0.32 0.30 -1.28 -0.346
C 1.01 0.88 -0.80 -0.380
C 1.44 0.37 0.58 -0.410
Sb 3.57 0.50 1.02 1.462
C 4.09 1.72 -0.64 -0.429
C 3.64 3.04 -0.63 -0.156
C 3.93 3.90 -1.68 -0.079
C 4.68 3.44 -2.76 -0.081
C 5.14 2.14 -2.77 -0.078
C 4.85 1.28 -1.72 -0.128
C 4.04 -1.42 0.14 -0.419
C 4.82 -2.33 0.85 -0.170
C 5.13 -3.59 0.34 -0.114
C 4.65 -3.96 -0.91 -0.094
C 3.88 -3.07 -1.65 -0.120
C 3.59 -1.81 -1.13 -0.215
Sb -0.12 -1.73 -1.88 1.477
C 0.88 -1.50 -3.74 -0.401
C 1.23 -2.64 -4.45 -0.149
C 1.92 -2.54 -5.65 -0.077
C 2.28 -1.29 -6.14 -0.070
C 1.94 -0.15 -5.43 -0.069
C 1.24 -0.25 -4.24 -0.122
C -2.07 -2.20 -2.49 -0.398
C -2.89 -2.99 -1.69 -0.142
C -4.20 -3.26 -2.09 -0.079
C -4.68 -2.75 -3.28 -0.072
C -3.86 -1.97 -4.09 -0.072
C -2.56 -1.69 -3.70 -0.119
H -0.69 0.84 -2.16 0.062
H -1.10 0.35 -0.52 0.067
H 0.94 1.97 -0.76 0.109
H 1.78 0.68 -1.54 0.060
H 1.20 -0.69 0.72 -0.009
H 0.89 0.91 1.36 0.045
H 3.07 3.42 0.22 0.098
H 3.58 4.92 -1.65 0.107
H 4.91 4.11 -3.58 0.106
H 5.74 1.78 -3.60 0.106
H 5.23 0.26 -1.75 0.090
H 5.21 -2.05 1.83 0.096
H 5.75 -4.26 0.91 0.112
H 4.90 -4.94 -1.31 0.113
H 3.54 -3.33 -2.65 0.102
H 3.05 -1.11 -1.76 0.075
H 0.95 -3.63 -4.08 0.098
H 2.18 -3.44 -6.20 0.109
H 2.82 -1.21 -7.07 0.110
H 2.21 0.83 -5.82 0.110
H 0.97 0.66 -3.71 0.091
H -2.52 -3.39 -0.76 0.084
H -4.83 -3.87 -1.46 0.107
H -5.69 -2.97 -3.59 0.110
H -4.24 -1.58 -5.02 0.110
H -1.92 -1.09 -4.33 0.099
C -0.06 -4.68 2.65 -0.416
Te 1.97 -4.56 2.00 1.317
C 2.00 -2.83 3.25 -0.397
C 0.57 -2.35 3.25 -0.314
C 0.25 -1.03 3.57 -0.050
C -1.07 -0.61 3.55 -0.069
C -2.08 -1.51 3.23 -0.067
C -1.77 -2.83 2.93 -0.035
C -0.44 -3.25 2.94 -0.316
H -0.11 -5.32 3.53 0.067
H -0.67 -5.12 1.86 0.056
H 2.69 -2.11 2.83 0.022
H 2.35 -3.11 4.24 0.072
H 1.04 -0.33 3.81 0.118
H -1.32 0.41 3.79 0.110
H -3.11 -1.19 3.22 0.109
H -2.56 -3.53 2.69 0.118
```

As for the energy above the lowest of the compared OMol25 structures with the same formula, charge and spin: 0.0000 eV. As for the net charge: +1. The LUMO energy comes out at -2.65 eV. The electronic energy is -2249.35277 Ha. The molar mass is 933.65 g/mol.

---

Record 3
C35H34IrN5O6S as an isolated structure, computed with the ωB97M-V functional and the def2-TZVPD basis.

XYZ file:
```
82
Properties=species:S:1:pos:R:3:lowdin_spin:R:1
Ir 0.77 0.74 0.25 0.001
C 2.79 3.25 -2.80 0.025
O 3.43 3.28 -1.49 0.004
C 2.73 2.53 -0.69 0.001
N 1.66 1.98 -1.16 0.004
C 1.47 2.43 -2.55 0.029
C 0.29 3.33 -2.78 0.286
C -0.16 4.24 -1.78 0.090
C -1.11 5.16 -2.08 0.050
C -1.67 5.18 -3.38 0.293
C -1.24 4.27 -4.38 0.071
C -0.28 3.36 -4.08 0.064
C 3.11 2.32 0.72 0.000
C 4.21 2.80 1.40 0.000
C 4.34 2.45 2.75 0.000
C 3.40 1.64 3.37 0.000
C 2.33 1.19 2.62 0.000
N 2.21 1.55 1.34 0.000
C 1.19 0.34 3.01 0.000
N 0.33 -0.02 2.12 0.000
C -0.81 -0.66 2.82 0.000
C -0.20 -0.90 4.22 0.000
O 0.99 -0.03 4.25 0.000
C -1.35 -1.90 2.17 0.000
C -0.53 -2.74 1.42 0.000
C -1.04 -3.91 0.89 0.000
C -2.37 -4.26 1.11 0.000
C -3.18 -3.43 1.86 0.000
C -2.68 -2.24 2.38 0.000
H 3.47 2.77 -3.50 0.002
H 2.61 4.28 -3.10 0.002
H 1.41 1.56 -3.21 0.003
H 0.26 4.19 -0.78 0.001
H -1.46 5.87 -1.34 -0.001
H -2.44 5.91 -3.62 0.012
H -1.69 4.31 -5.37 0.001
H 0.06 2.64 -4.83 0.000
H 4.94 3.43 0.91 0.000
H 5.19 2.82 3.31 0.000
H 3.50 1.36 4.41 0.000
H -1.61 0.09 2.87 0.000
H 0.15 -1.92 4.35 0.000
H -0.84 -0.60 5.04 0.000
H 0.51 -2.47 1.27 0.000
H -0.41 -4.57 0.30 0.000
H -2.76 -5.18 0.71 0.000
H -4.22 -3.70 2.04 0.000
H -3.33 -1.58 2.95 0.000
C -7.15 -0.54 0.96 0.000
C -5.76 -0.14 0.56 0.002
C -4.96 -0.97 -0.22 0.000
C -3.69 -0.60 -0.61 0.001
C -3.21 0.64 -0.20 0.004
C -3.98 1.50 0.59 0.001
C -5.24 1.10 0.97 0.000
S -1.67 1.17 -0.77 0.004
O -0.77 -0.03 -0.93 -0.001
O -1.78 1.95 -1.97 0.050
O -0.95 1.94 0.33 0.000
H -7.36 -1.57 0.69 0.000
H -7.88 0.10 0.46 0.000
H -7.30 -0.42 2.03 0.000
H -5.35 -1.93 -0.54 0.000
H -3.07 -1.26 -1.20 0.000
H -3.59 2.47 0.90 0.000
H -5.85 1.75 1.58 0.000
N 2.14 -0.71 -0.09 0.000
C 2.42 -1.75 -0.54 0.000
N 2.73 -2.90 -1.01 0.000
C 2.74 -4.12 -0.16 0.000
C 4.17 -4.61 -0.04 0.000
O 4.73 -4.82 -1.31 0.000
C 4.82 -3.62 -2.05 0.000
C 3.43 -3.06 -2.32 0.000
H 2.12 -4.86 -0.66 0.000
H 2.30 -3.88 0.81 0.000
H 4.19 -5.57 0.48 0.000
H 4.77 -3.89 0.53 0.000
H 5.31 -3.86 -3.00 0.000
H 5.43 -2.88 -1.51 0.000
H 2.84 -3.75 -2.91 0.000
H 3.47 -2.09 -2.82 0.000
```

As for the net charge: +3. The LUMO energy (alpha / beta) comes out at -9.01 / -11.80 eV. The electronic energy is -2580.94618 Ha. The molar mass is 844.97 g/mol. Its spin multiplicity is 2.

---

Question: What is the electronic energy in the third record?
Answer: -2580.94618 Ha